46
Properties=species:S:1:pos:R:3:forces:R:3 method="wB97M-V/def2-TZVPD" homo_lumo_gap_ev="4.2 / 4.0" e_homo_ev="-14.4 / -14.4" multiplicity=1 charge=+2
Ga 1.6061 0.3180 0.3506 -0.7744 -0.7199 5.5048
Cl 1.7073 -0.0119 2.6050 0.4708 0.1189 -1.7993
P -0.5646 -0.0996 -0.0802 -0.7700 0.2420 0.9885
C -0.6414 -1.3776 -1.3171 0.5590 -0.1866 -0.5066
C -1.2663 -1.1037 -2.5437 -0.1988 0.1024 0.1468
C -1.4764 -2.1382 -3.4427 -0.0036 0.2126 -0.1905
C -1.0001 -3.4201 -3.1583 -0.0264 0.1904 0.0085
C -0.2955 -3.6772 -1.9819 0.1934 -0.0532 0.2571
C -0.0791 -2.6563 -1.0625 -0.2034 0.3135 0.1035
C -1.2664 -0.6572 1.4561 -0.2089 0.0335 0.5865
C -1.3182 0.2427 2.5567 -0.0827 -0.4549 -0.8071
C -1.9427 -0.1664 3.7180 0.0339 0.1575 0.1199
C -2.4821 -1.4540 3.8072 -0.0917 -0.1752 -0.1096
C -2.3735 -2.3495 2.7455 -0.0215 -0.2240 0.0562
C -1.7410 -1.9622 1.5694 -0.2522 0.1891 -0.0573
C -1.3827 1.3857 -0.6004 -0.2674 0.0295 -0.2452
C -0.7665 2.6493 -0.6924 -0.4446 -0.7639 -0.2573
C -1.5270 3.7055 -1.1833 0.3569 0.4122 0.0464
C -2.8581 3.5056 -1.5457 -0.1766 -0.1632 0.0557
C -3.4675 2.2537 -1.4261 0.1129 -0.3703 0.1112
C -2.7281 1.1800 -0.9423 0.1126 0.3627 -0.1281
H -0.8371 1.2241 2.4936 -0.4328 -0.2822 -0.0157
H -2.0037 0.5335 4.5551 -0.0248 -0.3600 -0.2154
H -2.9968 -1.7628 4.7129 0.1110 0.0693 -0.1180
H -2.7881 -3.3611 2.7881 0.1341 0.4282 0.2422
H -1.6512 -2.6618 0.7336 -0.2384 0.2869 0.4177
H -1.6385 -0.0921 -2.7584 0.1933 -0.6355 0.0437
H -2.0303 -1.9108 -4.3592 0.3112 -0.3129 0.2858
H -1.1706 -4.2151 -3.8719 -0.0175 -0.0489 0.0606
H 0.0670 -4.6817 -1.7475 -0.0798 0.3632 -0.2438
H 0.4594 -2.8480 -0.1195 -0.3333 0.0194 -0.5269
H 0.2908 2.7746 -0.4191 -0.4317 0.1412 -0.0132
H -1.0656 4.6960 -1.2857 -0.3168 -0.4510 0.0405
H -3.4464 4.3329 -1.9243 0.1202 0.0143 0.0141
H -4.5018 2.0684 -1.7146 0.2319 0.3471 0.0494
H -3.1560 0.1692 -0.8668 0.0464 0.6075 0.0365
H 2.0970 -0.0870 -1.1019 1.0320 1.6486 -1.6559
H 1.8243 1.2726 -0.9179 1.1870 -1.2230 -1.5463
N 6.5983 0.3212 0.5326 -0.9603 -0.8940 -0.3185
C 5.6424 1.2144 0.8156 4.0994 0.7283 0.6115
N 6.0356 2.3871 1.3057 -0.9569 0.7414 0.2553
S 4.0584 0.8736 0.4921 -1.7040 -0.3236 -1.2473
H 7.6175 0.4609 0.6615 -1.2498 -0.1878 -0.0830
H 6.1961 -0.5548 0.1747 1.1917 0.4068 0.1834
H 5.2401 3.0065 1.5043 1.2035 0.0951 0.1365
H 7.0232 2.6737 1.4853 -1.4328 -0.4311 -0.2774



47
Properties=species:S:1:pos:R:3:forces:R:3 method="wB97M-V/def2-TZVPD" homo_lumo_gap_ev=9.7 relative_energy_ev=0.000 e_homo_ev=-9.1 smiles="CCOC(=O)C1(Cc2ccc(Cl)cc2)CCN(C(=O)c2cscn2)CC1" multiplicity=1
C -2.0727 -3.6031 0.8500 0.1648 0.3121 -0.2368
C -2.2367 -2.5630 -0.2478 -0.5677 -0.2865 0.2968
O -1.0279 -1.8206 -0.4515 0.2414 -0.0856 -0.2182
C -0.7750 -0.8264 0.3851 0.4128 0.2303 0.1031
O -1.4533 -0.5456 1.3427 -0.1197 -0.0838 0.1596
C 0.5326 -0.1003 0.0432 -0.0114 -0.0640 0.0574
C 1.6435 -0.9593 0.6968 -0.0607 0.1082 -0.0770
C 3.0188 -0.3786 0.5405 0.0170 -0.1141 0.0436
C 3.8310 -0.7553 -0.5236 0.0280 0.0515 0.1306
C 5.0906 -0.2084 -0.6908 0.0980 0.0752 0.0089
C 5.5504 0.7275 0.2208 -0.2105 -0.0943 0.0253
Cl 7.1227 1.4197 0.0197 0.1770 0.0764 -0.0209
C 4.7663 1.1062 1.2984 0.1093 0.0413 -0.0506
C 3.5095 0.5503 1.4513 0.0313 -0.0816 -0.0918
C 0.4586 1.3098 0.6384 -0.2058 -0.1779 -0.0793
C -0.8207 2.0086 0.1393 0.0093 0.2992 0.4661
N -1.2382 1.4446 -1.1242 0.1360 0.0370 -0.1218
C -2.4462 0.8954 -1.3965 -0.0959 0.2555 -0.1119
O -2.6699 0.2782 -2.4192 -0.1428 -0.2897 -0.0706
C -3.5316 1.1372 -0.3991 -0.3644 0.7642 0.1549
C -3.9820 2.3517 0.0310 -0.1400 -0.2120 0.0628
S -5.3216 2.1597 1.0887 0.3477 -0.4181 -0.3116
C -5.1719 0.4444 0.8692 -0.3902 0.6991 0.3436
N -4.2326 0.0786 0.0826 0.1421 -0.7565 -0.2920
C -0.1351 1.1701 -2.0210 0.0658 -0.0797 -0.4088
C 0.7279 0.0196 -1.4739 -0.1290 0.0380 0.0150
H -2.9835 -4.1890 0.9302 -0.1038 -0.1027 0.0207
H -1.8858 -3.1123 1.8020 -0.0131 -0.0099 0.0831
H -1.2417 -4.2683 0.6245 0.0412 -0.1144 0.0013
H -2.4358 -3.0297 -1.2139 0.0069 0.0922 0.0906
H -3.0418 -1.8625 -0.0025 0.1833 -0.1782 -0.1659
H 1.6100 -1.9498 0.2387 -0.0020 -0.0451 0.0627
H 1.4085 -1.0623 1.7587 -0.0189 -0.0697 0.0028
H 3.4811 -1.4961 -1.2275 -0.0564 -0.0752 -0.0778
H 5.7131 -0.5075 -1.5193 0.0824 -0.0107 -0.0639
H 5.1388 1.8255 2.0107 0.0624 0.0664 0.0518
H 2.9059 0.8387 2.2986 -0.0823 0.0328 0.1035
H 0.4280 1.2569 1.7259 0.0565 0.0577 0.0386
H 1.3483 1.8653 0.3404 0.0365 -0.0116 0.0192
H -0.6386 3.0833 0.0135 -0.0237 -0.0533 0.0560
H -1.6174 1.8726 0.8697 0.1772 0.0589 -0.1121
H -3.6183 3.3270 -0.2213 0.1511 0.2032 -0.0750
H -5.8331 -0.2350 1.3681 -0.2119 -0.1951 0.1602
H 0.4537 2.0873 -2.1127 -0.0203 -0.0269 -0.0207
H -0.5529 0.9139 -2.9951 0.1281 0.1127 0.0927
H 0.4478 -0.9199 -1.9480 0.0903 0.0252 -0.0331
H 1.7773 0.2211 -1.6910 -0.0261 -0.0008 -0.0109



48
Properties=species:S:1:pos:R:3:forces:R:3 method="wB97M-V/def2-TZVPD" homo_lumo_gap_ev=9.0 relative_energy_ev=1.545 e_homo_ev=-8.4 smiles="O=S(=O)(Cc1ccccc1Cl)N1CCN(Cc2ccc3c(c2)OCO3)CC1" multiplicity=1
O 4.9402 0.1539 1.0100 -0.1852 0.0625 0.1631
S 3.9766 -0.3577 0.0786 -0.2157 -0.0958 0.4765
O 4.4087 -0.7000 -1.2449 -0.2516 -0.0499 -0.2378
C 3.2221 -1.8554 0.8305 0.4076 0.8153 -0.3191
C 1.8781 -2.0376 0.2317 -0.4342 -0.2895 -0.0624
C 1.7671 -2.3474 -1.1215 -0.0906 -0.0817 0.0854
C 0.5321 -2.4588 -1.7322 -0.0279 -0.0115 -0.0414
C -0.6265 -2.2744 -0.9943 0.0532 -0.0065 0.0050
C -0.5425 -1.9774 0.3538 0.0291 0.0077 0.0644
C 0.7008 -1.8532 0.9535 0.0261 -0.1447 -0.2639
Cl 0.7545 -1.4649 2.6409 -0.0245 0.0437 0.2577
N 2.6752 0.6610 -0.0376 0.9236 -0.4724 0.0326
C 2.2481 1.1520 -1.3238 -0.2749 -0.0966 -0.6344
C 0.7456 1.4147 -1.2572 0.3009 -0.0604 0.0096
N 0.4790 2.3881 -0.2134 0.0693 0.1374 -0.0347
C -0.9040 2.8496 -0.1924 0.0751 -0.0165 0.0254
C -1.9163 1.7803 0.1477 -0.0066 0.0835 0.1132
C -2.2735 1.5483 1.4684 0.0435 0.0897 -0.1537
C -3.1506 0.5302 1.8342 -0.2389 -0.3370 -0.0885
C -3.6542 -0.2508 0.8236 0.2112 0.2537 -0.5007
C -3.3046 -0.0261 -0.5083 -0.0921 0.0229 0.5732
C -2.4429 0.9780 -0.8707 -0.2748 -0.2367 0.0178
O -3.9371 -0.9470 -1.3046 0.3594 0.3385 -0.1454
C -4.7165 -1.7396 -0.4344 -0.8100 -0.9535 -0.3551
O -4.5160 -1.3147 0.8955 0.2164 0.2528 0.3903
C 0.9372 1.9049 1.0773 0.2552 -0.0735 -0.0351
C 2.4362 1.6138 1.0171 -0.1836 0.2295 0.6025
H 3.9038 -2.6655 0.5857 0.1068 -0.0304 0.0141
H 3.1978 -1.6891 1.9022 0.0477 -0.0118 0.0225
H 2.6741 -2.4781 -1.6913 0.0812 -0.0392 -0.0914
H 0.4711 -2.6902 -2.7844 0.0072 -0.0319 -0.1072
H -1.5926 -2.3552 -1.4680 -0.1250 0.0013 -0.0384
H -1.4323 -1.8325 0.9465 -0.0656 0.0379 0.0686
H 2.7711 2.0851 -1.5748 -0.0220 -0.0792 -0.0074
H 2.4875 0.3949 -2.0684 -0.1000 0.1277 -0.1051
H 0.2264 0.4591 -1.0766 0.0381 0.0282 -0.0691
H 0.4082 1.8288 -2.2098 -0.0188 -0.0406 -0.0426
H -1.1188 3.2640 -1.1805 -0.0416 0.0563 0.0453
H -0.9600 3.6591 0.5400 -0.0679 0.0107 -0.0580
H -1.8681 2.1814 2.2428 0.0736 0.0962 0.0819
H -3.4233 0.3589 2.8619 -0.0420 -0.0237 0.1496
H -2.1926 1.1439 -1.9051 0.0653 0.0337 -0.1832
H -5.7820 -1.6385 -0.6976 0.2586 0.0614 0.0734
H -4.4196 -2.7962 -0.5318 0.0052 0.2622 0.0403
H 0.4062 0.9891 1.3798 0.0507 0.0808 0.0561
H 0.7520 2.6822 1.8217 -0.0101 -0.0307 0.0577
H 2.9856 2.5459 0.8272 -0.0131 -0.0739 0.0435
H 2.7888 1.1829 1.9532 -0.0879 0.1539 0.1048



56
Properties=species:S:1:pos:R:3:forces:R:3 method="wB97M-V/def2-TZVPD" homo_lumo_gap_ev=5.3 relative_energy_ev=0.000 e_homo_ev=-7.8 multiplicity=1
C 1.7625 0.1115 5.5682 -0.2983 -0.0787 -0.6320
N 1.0222 -0.6068 4.5329 -0.3913 0.7673 -0.6565
C 0.8962 -2.0467 4.7098 -0.0537 0.2914 -0.3182
C 0.1767 0.0609 3.6164 -1.1001 -0.2695 -0.6749
N -0.8434 -0.5860 3.1440 1.7721 -0.7018 2.6314
C -1.7109 -0.1370 2.1538 -0.1731 1.0692 -0.8669
C -2.6104 -1.2116 1.6135 0.1380 -0.0598 0.0831
C -3.8169 -1.5079 2.2293 0.1011 0.1134 -0.0222
C -4.6436 -2.4882 1.7177 -0.1345 -0.0130 0.1744
C -4.2671 -3.1912 0.5922 -0.1747 -0.1992 -0.1209
C -3.0596 -2.9186 -0.0152 0.1331 -0.1434 -0.1855
C -2.2334 -1.9390 0.4963 -0.0064 0.1416 0.0871
N 0.4958 1.3866 3.2239 0.7648 -0.7153 0.5642
C 1.8814 1.8294 3.0916 -0.4466 -0.2913 0.2408
C -0.5203 2.4143 3.0168 0.0616 -0.5934 -0.0288
H 1.3000 1.0799 5.7545 0.0550 0.0442 0.0208
H 1.7605 -0.4555 6.4993 -0.1019 -0.0569 -0.0464
H 2.7963 0.2605 5.2597 0.2097 0.1120 0.1783
H 0.1865 -2.4470 3.9881 0.0556 0.1478 0.0861
H 1.8612 -2.5267 4.5560 0.1741 -0.0787 0.0802
H 0.5420 -2.2776 5.7133 -0.0811 -0.0551 0.1258
H -2.3242 0.6736 2.5582 -0.2944 0.0459 -0.2693
H -1.1147 0.2819 1.3367 -0.1733 0.1919 -0.4439
H -4.1031 -0.9659 3.1150 -0.0783 0.1478 0.1891
H -5.5810 -2.7097 2.2008 -0.1713 -0.0215 0.0903
H -4.9135 -3.9537 0.1896 -0.1104 -0.1304 -0.0641
H -2.7562 -3.4757 -0.8858 0.0492 -0.1033 -0.1764
H -1.2838 -1.7315 0.0330 0.2292 0.0603 -0.1546
H 2.5474 0.9719 3.0207 -0.0343 -0.0061 -0.0166
H 2.0008 2.4333 2.1929 -0.0454 -0.0015 -0.1117
H 2.1720 2.4313 3.9512 0.2523 0.1829 0.0845
H -1.3324 2.2863 3.7298 -0.0794 0.0575 -0.0173
H -0.0939 3.4064 3.1579 0.1579 -0.0598 0.1434
H -0.9147 2.3621 2.0041 -0.1961 0.2365 -0.0014
O 0.5692 0.8557 -5.0840 1.9389 2.2939 2.7047
S 0.9065 1.6812 -3.8752 -3.1720 -3.7433 1.5435
O 1.3898 1.0965 -2.5786 -0.0994 1.6138 -3.6200
C 1.6703 3.3197 -4.2508 0.8020 -0.7168 -0.2635
F 2.9324 3.1123 -4.6325 -0.5781 0.7187 0.1348
F 0.9403 3.8752 -5.2195 0.6790 0.0603 0.4512
F 1.5985 4.0347 -3.1269 0.4023 0.0292 -0.7797
C -0.6726 2.4213 -3.4238 0.4460 -0.0083 0.8021
C -0.8785 2.8338 -2.1377 0.7769 -0.2465 0.7886
C -2.1137 3.4091 -1.8427 -2.0281 0.9123 0.3497
N -2.7138 3.9447 -0.7207 4.6255 -1.2516 2.9228
O -2.1460 3.9717 0.3978 -1.6002 0.4693 -1.0926
O -3.9446 4.4238 -0.9561 1.9917 -0.8741 0.1546
N -4.1672 4.1953 -2.2326 -1.2958 -0.4240 -3.6703
C -3.1039 3.5828 -2.7997 -2.1947 1.2525 0.5895
C -2.8657 3.1426 -4.1305 0.7664 -0.4150 -0.0211
N -3.8534 3.2532 -5.1790 -1.7685 0.1385 -1.8327
O -4.9072 3.8569 -4.9572 1.6124 -0.6537 0.3365
O -3.6051 2.7261 -6.2696 0.1556 0.4675 1.3235
C -1.6524 2.5613 -4.4073 -1.3555 0.3316 -0.8276
H -0.1168 2.7154 -1.3772 -0.0181 -0.0287 -0.0028
H -1.4581 2.1973 -5.4092 -0.0952 0.0434 0.0371



For each record above, in turn, the calculated DFT total energy values are -3969.94627, -1930.27135, -2005.45148, -2214.00581 Eh.